No. 1
C3H7ClFN | ωB97M-V/def2-TZVPD

XYZ file:
```
13
C3H7ClFN ωB97M-V/def2-TZVPD
C -0.610 -1.293 0.070
C 0.198 0.083 0.264
C -0.018 1.184 1.271
H 1.281 -2.003 -1.050
H -0.550 -1.397 -1.757
H -0.734 -1.618 1.131
H -1.789 -1.077 -0.223
H 1.233 -0.149 0.486
H -0.795 2.016 0.758
H 1.083 1.808 1.373
N -0.092 -2.243 -0.903
F -0.459 0.613 2.431
Cl 0.449 0.751 -1.523
```

Properties
LUMO energy	0.66	eV
gap between HOMO and LUMO	0.4009	hartree
max |F|	0.1278	Eh/bohr
HOMO	-0.3765	hartree
relative energy (zero: lowest compared OMol25 entry of this formula, charge and spin)	4.8534	eV
total energy	-19949.947	eV

These are the Löwdin partial charges, in e, on atoms 1 to 2: -0.45 -0.58

=====

No. 2
C3H5NO2 | ωB97M-V/def2-TZVPD

XYZ file:
```
11
C3H5NO2 ωB97M-V/def2-TZVPD
O 1.396 -0.189 -1.701
C 0.613 0.051 -0.738
N 0.243 -1.038 0.085
C -0.580 -1.144 1.169
O -0.758 -2.228 1.758
C -0.069 1.358 -0.567
H 0.853 -1.833 -0.019
H -1.063 -0.199 1.501
H -1.082 1.405 -1.041
H -0.109 1.643 0.491
H 0.556 2.174 -0.939
```

Properties
LUMO energy (alpha / beta)	4.42 / 4.29	eV
gap between HOMO and LUMO (alpha / beta)	0.1500 / 0.3200	hartree
max |F|	0.0258	Eh/bohr
HOMO (alpha / beta)	0.0125 / -0.1623	hartree
<S²>	0.7712
relative energy (zero: lowest compared OMol25 entry of this formula, charge and spin)	0.1793	eV
net charge	-1
total energy	-8776.810	eV
2S+1	2

These are the Löwdin partial charges, in e, on atoms 1 to 2: -0.16 -0.61

=====

No. 3
C53H46F3IrN6O2PS5 | ωB97M-V/def2-TZVPD

XYZ file:
```
117
C53H46F3IrN6O2PS5 ωB97M-V/def2-TZVPD
Ir -0.624 -0.709 1.380
S 1.075 -0.488 2.894
C 1.216 1.247 2.620
N 2.264 1.975 2.751
N 3.408 1.351 3.014
C 4.604 2.066 3.054
C 4.625 3.458 2.993
C 5.839 4.121 3.066
C 7.032 3.422 3.193
C 7.001 2.036 3.243
C 5.797 1.357 3.175
N 0.048 1.957 2.321
N -0.906 1.286 1.884
C -2.121 2.055 1.743
C -2.133 3.414 2.055
C -3.319 4.119 1.971
C -4.494 3.479 1.599
C -4.477 2.127 1.304
C -3.290 1.412 1.370
H 3.437 0.338 2.942
H 3.697 4.000 2.891
H 5.850 5.203 3.021
H 7.973 3.951 3.247
H 7.922 1.476 3.337
H 5.776 0.274 3.219
H -1.221 3.902 2.361
H -3.327 5.175 2.205
H -5.421 4.036 1.541
H -5.391 1.617 1.025
H -3.277 0.361 1.147
F -3.993 -3.261 4.238
C -4.919 -3.182 3.280
F -5.529 -4.384 3.222
F -5.852 -2.304 3.699
C -4.366 -2.796 1.936
C -5.087 -3.166 0.815
C -4.640 -2.816 -0.450
C -3.476 -2.078 -0.538
N -2.782 -1.695 0.530
C -3.188 -2.047 1.772
S -2.128 -1.431 2.992
H -5.996 -3.740 0.936
H -5.181 -3.101 -1.340
H -3.080 -1.775 -1.500
C 5.777 0.576 -4.151
C 4.534 0.614 -3.304
C 4.333 1.619 -2.370
C 3.190 1.663 -1.578
C 2.990 2.792 -0.602
C 2.240 0.652 -1.717
C 2.407 -0.364 -2.663
C 1.351 -1.414 -2.883
C 3.555 -0.363 -3.443
C 1.003 0.668 -0.860
O 0.185 1.593 -0.970
O 0.903 -0.301 -0.038
H 6.337 1.507 -4.069
H 5.532 0.420 -5.202
H 6.436 -0.238 -3.845
H 5.079 2.398 -2.256
H 3.866 3.440 -0.575
H 2.811 2.425 0.410
H 2.122 3.391 -0.878
H 0.390 -0.956 -3.127
H 1.210 -2.020 -1.988
H 1.632 -2.073 -3.705
H 3.679 -1.138 -4.193
N -0.254 -2.689 0.787
S 1.332 -3.135 0.744
C 1.264 -4.658 -0.181
C 2.345 -4.938 -1.003
C 2.342 -6.117 -1.736
C 1.263 -6.983 -1.646
C 0.181 -6.680 -0.828
C 0.175 -5.512 -0.085
C 1.573 -3.738 2.405
C 2.884 -3.806 2.853
C 3.126 -4.254 4.141
C 2.062 -4.605 4.962
C 0.757 -4.518 4.499
C 0.499 -4.086 3.206
H -0.558 -2.707 -0.188
H 3.167 -4.237 -1.079
H 3.176 -6.349 -2.384
H 1.259 -7.898 -2.224
H -0.660 -7.358 -0.769
H -0.660 -5.249 0.552
H 3.698 -3.493 2.211
H 4.141 -4.311 4.510
H 2.252 -4.938 5.974
H -0.070 -4.771 5.149
H -0.511 -3.969 2.839
S -0.670 1.810 -4.518
P -1.968 1.896 -3.078
S -1.809 0.439 -1.591
C -1.998 3.505 -2.224
C -0.792 4.175 -2.015
C -0.785 5.408 -1.387
C -1.978 5.996 -0.985
C -3.179 5.345 -1.213
C -3.190 4.099 -1.824
C -3.695 1.595 -3.588
C -4.024 1.804 -4.924
C -5.330 1.628 -5.356
C -6.313 1.228 -4.463
C -5.989 1.009 -3.131
C -4.687 1.196 -2.693
H 0.128 3.721 -2.349
H 0.154 5.918 -1.218
H -1.970 6.967 -0.505
H -4.113 5.802 -0.911
H -4.134 3.598 -1.992
H -3.244 2.091 -5.618
H -5.578 1.797 -6.396
H -7.330 1.086 -4.805
H -6.753 0.701 -2.428
H -4.446 1.051 -1.647
```

Properties
LUMO energy (alpha / beta)	-0.68 / -1.20	eV
gap between HOMO and LUMO (alpha / beta)	0.2465 / 0.2273	hartree
max |F|	0.0108	Eh/bohr
HOMO (alpha / beta)	-0.2717 / -0.2716	hartree
<S²>	0.7536
relative energy (zero: lowest compared OMol25 entry of this formula, charge and spin)	0.0000	eV
total energy	-143201.238	eV
2S+1	2

These are the Löwdin partial charges, in e, on atoms 1 to 2: 0.85 0.66

=====

No. 4
C3H14O3S | ωB97M-V/def2-TZVPD

XYZ file:
```
21
C3H14O3S ωB97M-V/def2-TZVPD
C 0.325 0.726 -1.015
C -0.300 -0.622 -1.171
S 1.081 -1.909 -1.394
C 1.343 -2.378 0.351
H 0.523 0.967 0.058
H -0.333 1.530 -1.288
H 1.266 0.787 -1.558
H -0.769 -0.818 -2.152
H -1.028 -1.035 -0.452
H 1.931 -3.316 0.476
H 1.961 -1.545 0.714
H 0.425 -2.207 0.913
O 3.352 2.307 3.515
H 3.549 3.251 3.518
H 2.798 2.274 2.727
O -2.282 3.110 0.521
H -3.247 3.175 0.516
H -2.078 3.361 -0.389
O -2.803 -2.363 -1.020
H -2.930 -3.308 -0.971
H -2.786 -1.987 -1.896
```

Properties
structure (SMILES)	CCSC.O.O.O
LUMO energy	0.58	eV
gap between HOMO and LUMO	0.3221	hartree
max |F|	0.0530	Eh/bohr
HOMO	-0.3007	hartree
relative energy (zero: lowest compared OMol25 entry of this formula, charge and spin)	1.3584	eV
total energy	-20314.877	eV

These are the Löwdin partial charges, in e, on atoms 1 to 2: -0.19 -0.52

=====

No. 5
C34H32BBrFN4O6ReS | ωB97M-V/def2-TZVPD

XYZ file:
```
81
C34H32BBrFN4O6ReS ωB97M-V/def2-TZVPD
Re 0.859 -0.906 -2.453
C 5.951 2.026 2.595
C 5.683 0.531 2.545
N 4.457 0.213 1.791
C 4.566 -0.113 0.501
C 3.511 -0.359 -0.345
C 3.888 -0.671 -1.782
O 5.063 -0.721 -2.064
O 2.910 -0.842 -2.609
C 2.209 -0.275 0.172
O 1.124 -0.453 -0.470
C 2.072 0.076 1.576
C 0.789 0.183 2.131
C 0.661 0.541 3.438
F -0.562 0.604 3.999
C 1.773 0.839 4.243
C 3.033 0.724 3.703
C 3.201 0.331 2.365
N 1.636 1.247 5.606
C 1.570 0.157 6.567
C 1.881 0.686 7.954
N 0.923 1.803 8.280
C 0.955 2.892 7.237
C 0.642 2.270 5.892
H 6.862 2.217 3.162
H 5.132 2.571 3.065
H 6.087 2.423 1.590
H 5.598 0.091 3.538
H 6.496 0.012 2.043
H 5.564 -0.177 0.085
H -0.079 -0.027 1.521
H 3.875 0.983 4.327
H 2.312 -0.601 6.316
H 0.584 -0.336 6.567
H 2.880 1.116 7.994
H 1.774 -0.079 8.720
H 1.134 2.188 9.202
H -0.027 1.424 8.330
H 1.956 3.318 7.260
H 0.222 3.645 7.522
H 0.683 3.047 5.129
H -0.385 1.878 5.904
C -9.811 -1.773 -3.566
C -8.746 -2.496 -2.798
O -8.259 -3.539 -3.109
S -8.239 -1.614 -1.263
C -6.486 -1.537 -1.535
C -5.716 -2.676 -1.757
C -4.352 -2.557 -1.943
C -3.732 -1.306 -1.872
C -4.509 -0.171 -1.628
C -5.878 -0.286 -1.473
C -2.322 -1.189 -2.050
C -1.115 -1.080 -2.207
H -10.109 -2.361 -4.431
H -9.430 -0.798 -3.871
H -10.669 -1.591 -2.916
H -6.190 -3.647 -1.792
H -3.750 -3.436 -2.133
H -4.033 0.800 -1.584
H -6.485 0.596 -1.313
B 1.069 3.779 -2.501
C 0.889 2.236 -2.591
N 0.789 1.080 -2.595
H 0.273 4.285 -3.250
H 2.216 3.997 -2.808
H 0.843 4.046 -1.339
Br -0.315 0.354 -9.854
C 0.006 -0.666 -8.297
C -0.415 -1.987 -8.251
C -0.178 -2.730 -7.109
C 0.459 -2.152 -6.015
C 0.883 -0.828 -6.083
C 0.661 -0.079 -7.226
C 0.670 -3.009 -4.814
O 0.599 -4.201 -4.801
O 0.906 -2.318 -3.676
H -0.919 -2.426 -9.100
H -0.487 -3.764 -7.048
H 1.423 -0.374 -5.262
H 0.996 0.946 -7.286
```

Properties
LUMO energy (alpha / beta)	-3.55 / -3.61	eV
gap between HOMO and LUMO (alpha / beta)	0.2219 / 0.2326	hartree
max |F|	0.0078	Eh/bohr
HOMO (alpha / beta)	-0.3522 / -0.3653	hartree
<S²>	3.7936
relative energy (zero: lowest compared OMol25 entry of this formula, charge and spin)	0.8164	eV
net charge	+1
total energy	-140416.598	eV
2S+1	4

These are the Löwdin partial charges, in e, on atoms 1 to 2: 1.68 -0.05

=====

No. 6
C4H4N2O | ωB97M-V/def2-TZVPD

XYZ file:
```
11
C4H4N2O ωB97M-V/def2-TZVPD
H -0.853 2.575 1.276
N -0.570 1.751 0.761
C -0.949 1.803 -0.449
N -0.557 0.757 -1.291
C -0.192 -0.221 -0.655
C 0.119 -1.379 -0.155
C 1.247 -1.860 0.667
O 1.576 -1.492 1.768
H -1.469 2.611 -0.953
H -0.142 -1.883 -1.107
H 1.790 -2.662 0.137
```

Properties
structure (SMILES)	[H]/N=C/N=C=CC=O
LUMO energy	0.16	eV
gap between HOMO and LUMO	0.3501	hartree
max |F|	0.0264	Eh/bohr
HOMO	-0.3444	hartree
relative energy (zero: lowest compared OMol25 entry of this formula, charge and spin)	3.4218	eV
total energy	-9237.066	eV

These are the Löwdin partial charges, in e, on atoms 1 to 2: 0.05 0.12